# 1
Entry from the Open Molecules 2025 dataset: one molecule with the formula CH7FOSi2 in a non-equilibrium geometry (ωB97M-V with the def2-TZVPD basis set).

Structure (XYZ):
```
12
Properties=species:S:1:pos:R:3
C 2.3199 0.0206 0.2489
O -1.1981 -0.2092 0.3828
F 2.3634 0.9383 -0.8937
Si 0.3882 -0.5562 0.5097
Si -2.3952 0.3427 -0.5942
H 2.7533 -0.8980 -0.1454
H 0.6086 -1.9530 -0.0702
H 2.5957 0.6327 1.0777
H 0.5308 -0.1597 1.9373
H -2.0996 1.7858 -0.7770
H -2.2976 -0.1340 -2.0073
H -3.5694 0.1900 0.3312
```

## Properties
highest occupied orbital energy	-9.7	eV
max |F|	0.0983	Eh/bohr
LUMO	0.06	eV
SMILES	FC[SiH2]O[SiH3]
DFT total energy	-21670.092	eV
ΔE to the lowest compared entry with this formula, charge and spin	20.2	kcal per mole

Here are the natural (NBO) charges for atoms 1 to 5, given in e:
1 C -0.32
2 O -1.25
3 F -0.42
4 Si 1.40
5 Si 1.21

# 2
Entry from the Open Molecules 2025 dataset: a 2-piece molecular cluster, CH7N2O overall in a non-equilibrium geometry (ωB97M-V with the def2-TZVPD basis set).

Structure (XYZ):
```
11
Properties=species:S:1:pos:R:3
N 0.6211 1.3766 1.5039
C 0.3381 0.6477 0.2531
O -0.3562 -0.5294 0.4715
H 1.0540 0.6767 2.1022
H -0.3054 1.6191 1.9313
H -0.1792 1.4248 -0.4212
H 1.3381 0.3913 -0.2317
N -0.5128 -1.2621 -1.9841
H -0.5156 -0.9320 -0.9329
H -1.4142 -1.5682 -2.2237
H 0.0855 -2.0640 -2.1534
```

## Properties
highest occupied orbital energy	-2.9	eV
max |F|	0.0318	Eh/bohr
LUMO	5.05	eV
charge	-1
DFT total energy	-6178.005	eV
ΔE to the lowest compared entry with this formula, charge and spin	7.7	kcal per mole

Here are the natural (NBO) charges for atoms 1 to 5, given in e:
1 N -0.89
2 C 0.11
3 O -0.94
4 H 0.34
5 H 0.33

# 3
Entry from the Open Molecules 2025 dataset: an isolated ion of composition CH7N2Si and charge +1 in a non-equilibrium geometry (ωB97M-V with the def2-TZVPD basis set).

Structure (XYZ):
```
11
Properties=species:S:1:pos:R:3
C 0.0333 -0.4449 -0.0122
N 0.2128 -0.7198 1.2720
N -0.6320 -1.2509 -0.7974
Si 0.3645 1.5865 -0.4697
H -0.0029 -1.6818 1.7417
H 0.3923 -0.0916 2.0624
H -0.9892 -2.1362 -0.6170
H -0.7822 -1.0821 -1.7669
H 1.8376 1.6511 -0.4388
H -0.2311 2.2013 -1.7654
H -0.2029 1.9683 0.7914
```

## Properties
highest occupied orbital energy	-15.8	eV
max |F|	0.0682	Eh/bohr
LUMO	-3.77	eV
SMILES	NC(=[NH2+])[SiH3]
charge	+1
DFT total energy	-12000.843	eV
ΔE to the lowest compared entry with this formula, charge and spin	21.6	kcal per mole

Here are the natural (NBO) charges for atoms 1 to 5, given in e:
1 C 0.28
2 N -0.76
3 N -0.71
4 Si 0.80
5 H 0.43